(1)
Formula: C50H38N6PZr
Source: the OMol25 dataset
Level of theory: ωB97M-V/def2-TZVPD

The geometry in ORCA input format:
```
! RIJCOSX wB97M-V def2-TZVPD def2/J DEFGRID3
* xyz 1 1
Zr -0.0266 -0.2651 -0.0918
C -4.1615 -4.1552 1.1268
C -3.1770 -4.3284 0.1649
C -2.0014 -3.5923 0.2231
C -1.8010 -2.6719 1.2441
C -2.7908 -2.5019 2.2114
C -3.9622 -3.2415 2.1540
N -0.6200 -1.8761 1.3215
C 0.3742 -2.3044 2.1391
C 0.4773 -3.6072 2.6887
C 1.5342 -3.9347 3.4954
C 2.5538 -3.0143 3.8215
C 2.4826 -1.7430 3.3264
C 1.4161 -1.3926 2.4795
N 1.1923 -0.1361 1.9648
N 1.7395 0.8762 2.4525
C 1.2160 2.0737 1.9096
C 1.7824 3.2560 2.3566
C 1.2494 4.4539 1.9164
C 0.1646 4.4223 1.0555
C -0.3255 3.1933 0.6482
N 0.1835 2.0269 1.0508
H -5.0759 -4.7315 1.0815
H -3.3179 -5.0441 -0.6357
H -1.2262 -3.7309 -0.5169
H -2.6262 -1.7897 3.0113
H -4.7207 -3.1045 2.9138
H -0.2834 -4.3400 2.4578
H 1.5912 -4.9410 3.8926
H 3.3739 -3.3164 4.4570
H 3.2315 -0.9960 3.5549
H 2.6149 3.2051 3.0429
H 1.6661 5.3947 2.2495
H -0.3023 5.3284 0.6978
H -1.1669 3.1457 -0.0304
C 4.1184 0.5984 -1.9242
C 3.7658 1.1837 -3.2470
C 2.2775 1.5990 -3.4227
C 1.3604 1.3360 -2.2435
C 1.7746 0.6371 -1.1530
C 3.2040 0.3480 -0.9878
C -0.0584 1.6952 -2.4046
C -0.5072 2.5658 -3.4366
C -1.8296 2.8649 -3.5567
C -2.7783 2.3053 -2.6661
C -4.1687 2.5437 -2.7439
C -5.0220 1.9511 -1.8559
C -4.5204 1.0938 -0.8527
C -3.1787 0.8527 -0.7521
C -2.2827 1.4582 -1.6599
N -0.9506 1.2001 -1.5463
H 5.1633 0.3737 -1.7383
H 4.4627 1.9919 -3.4747
H 2.1895 2.6181 -3.7997
H 3.5276 -0.0769 -0.0413
H 0.2066 2.9850 -4.1289
H -2.1709 3.5305 -4.3406
H -4.5450 3.1980 -3.5204
H -6.0859 2.1326 -1.9185
H -5.2040 0.6204 -0.1607
H -2.8140 0.1740 0.0185
N -0.2247 -1.5082 -1.5881
P 0.4671 -2.5630 -2.5298
C 1.6606 -1.7277 -3.6002
C 3.0743 -2.1196 -3.7467
C 3.9798 -1.2494 -4.1839
C 3.6394 0.1835 -4.4523
C 2.1241 0.5179 -4.5665
C 1.2177 -0.5728 -4.1024
C -0.7118 -3.4478 -3.5591
C -2.0724 -3.2669 -3.3378
C -2.9956 -3.9462 -4.1218
C -2.5588 -4.8004 -5.1229
C -1.1985 -4.9765 -5.3515
C -0.2753 -4.2989 -4.5737
C 1.3890 -3.7913 -1.5757
C 2.4251 -3.3194 -0.7662
C 3.0839 -4.1745 0.0982
C 2.7097 -5.5126 0.1640
C 1.6842 -5.9884 -0.6365
C 1.0221 -5.1301 -1.5071
H 3.3541 -3.1427 -3.5258
H 5.0064 -1.5641 -4.3305
H 4.2070 0.5426 -5.3103
H 1.8054 0.9291 -5.5260
H 0.1607 -0.3322 -4.0275
H -2.3954 -2.5945 -2.5518
H -4.0551 -3.8065 -3.9510
H -3.2788 -5.3294 -5.7334
H -0.8615 -5.6382 -6.1381
H 0.7856 -4.4298 -4.7578
H 2.7239 -2.2767 -0.8232
H 3.8824 -3.8006 0.7261
H 3.2203 -6.1826 0.8434
H 1.3921 -7.0289 -0.5836
H 0.2137 -5.5069 -2.1213
*
```

Summary:
HOMO energy ... -9.704 eV
LUMO ... -3.6974 eV
Orbital gap ... 6.01 eV

---

(2)
Formula: C50H38N6PZr
Source: the OMol25 dataset
Level of theory: ωB97M-V/def2-TZVPD

The geometry in ORCA input format:
```
! RIJCOSX wB97M-V def2-TZVPD def2/J DEFGRID3
* xyz 1 1
Zr 0.2560 -0.2016 -0.0740
C -5.1641 -0.0583 -1.8997
C -4.5439 0.6947 -0.9145
C -3.1607 0.8013 -0.8981
C -2.3588 0.1510 -1.8597
C -3.0038 -0.6111 -2.8272
C -4.3865 -0.7135 -2.8470
N -0.9647 0.3201 -1.7922
C -0.2770 0.9097 -2.8895
C -0.8231 1.3354 -4.1009
C -0.0223 1.9487 -5.0610
C 1.3267 2.1652 -4.8273
C 1.8827 1.7536 -3.6192
C 1.0889 1.1432 -2.6651
N 1.5624 0.6335 -1.4302
N 2.7933 -0.0649 -1.5601
C 2.7551 -1.2218 -1.0063
C 4.1128 -1.8200 -0.7091
C 4.1370 -3.1118 0.1536
C 2.7835 -3.5949 0.5667
C 1.6619 -2.9652 0.2497
N 1.5673 -1.7815 -0.5217
H -6.2437 -0.1335 -1.9265
H -5.1365 1.2027 -0.1612
H -2.7215 1.2404 1.0704
H -2.4076 -1.1434 -3.5585
H -4.8665 -1.3167 -3.6094
H -1.8734 1.1816 -4.3149
H -0.4692 2.2644 -6.0001
H 1.9471 2.6387 -5.5816
H 2.9412 1.8749 -3.4126
H 4.6931 -1.8604 -1.6271
H 4.6945 -3.9286 -0.2978
H 2.7268 -4.4875 1.1795
H 0.7133 -3.3441 0.5981
C -3.4038 -0.8053 2.7635
C -2.8396 -0.1579 3.8648
C -1.4736 0.0617 3.8874
C -0.6920 -0.2966 2.7849
C -1.2431 -0.8337 1.5969
C -2.6183 -1.1141 1.6654
C 0.7884 -0.3831 2.9119
C 1.2998 -1.0473 4.1050
C 2.4774 -1.6873 4.0496
C 3.2823 -1.6113 2.8547
C 4.3628 -2.3642 2.6358
C 4.9830 -2.3532 1.2835
C 4.8172 -1.0120 0.4797
C 3.7776 -0.0893 1.0287
C 2.8861 -0.5598 1.8952
N 1.5375 -0.0854 1.8896
H -4.4572 -1.0647 2.7705
H -3.4527 0.1234 4.7143
H -1.0136 0.5094 4.7631
H -3.1010 -1.5839 0.8172
H 0.6495 -1.1382 4.9666
H 2.7998 -2.3356 4.8599
H 4.7435 -3.0264 3.4114
H 6.0101 -2.7034 1.3170
H 5.7334 -0.5043 0.1924
H 3.6076 0.8394 0.5104
N -2.4813 1.5605 0.1397
P -2.2937 3.2072 0.1332
C -1.7485 3.7931 -1.4406
C -2.6118 3.6488 -2.5331
C -2.2785 4.2224 -3.7451
C -1.0930 4.9352 -3.8746
C -0.2381 5.0836 -2.7903
C -0.5657 4.5233 -1.5650
C -3.8027 4.0654 0.5622
C -4.6109 3.5254 1.5684
C -5.8212 4.1229 1.8765
C -6.2326 5.2545 1.1783
C -5.4301 5.7962 0.1849
C -4.2124 5.2059 -0.1261
C -1.0754 3.4490 1.4186
C 0.2005 2.8943 1.2798
C 1.1500 3.1092 2.2612
C 0.8157 3.8145 3.4098
C -0.4620 4.3272 3.5708
C -1.4062 4.1611 2.5653
H -3.5359 3.0867 -2.4311
H -2.9429 4.1068 -4.5962
H -0.8319 5.3757 -4.8305
H 0.6813 5.6478 -2.8942
H 0.0898 4.6695 -0.7174
H -4.2974 2.6395 2.1145
H -6.4472 3.7029 2.6556
H -7.1847 5.7166 1.4151
H -5.7538 6.6782 -0.3549
H -3.5868 5.6314 -0.9001
H 0.4875 2.3627 0.3723
H 2.1511 2.7219 2.1327
H 1.5614 3.9623 4.1832
H -0.7206 4.8736 4.4697
H -2.3913 4.6012 2.6653
*
```

Summary:
HOMO energy ... -9.292 eV
LUMO ... -3.1110 eV
Orbital gap ... 6.18 eV

---

Which one is most stable, and which one is least stable? (1) is the most stable of them, while (2) is the least stable.